(A)
This record from the OMol25 dataset describes C24H43NP2Pb as an isolated structure. The level of theory is the ωB97M-V functional and the def2-TZVPD basis.

- charge = 0
- LUMO energy (eV) = -0.1
- HOMO level (eV) = -7.5
- gap between HOMO and LUMO (Ha) = 0.27108

Geometry (Å):
P1 0.039 -1.464 -6.252
P2 0.231 1.717 -6.072
C1 -0.253 -0.482 -7.802
C2 0.385 0.914 -7.745
H1 -1.344 -0.415 -7.934
H2 0.165 -1.073 -8.629
H3 1.462 0.868 -7.971
H4 -0.093 1.594 -8.464
C3 -1.452 2.426 -6.250
H5 -1.645 3.101 -5.406
H6 -2.213 1.636 -6.260
H7 -1.489 2.987 -7.193
C4 1.233 3.221 -6.334
H8 0.839 3.775 -7.199
H9 2.279 2.935 -6.512
H10 1.173 3.841 -5.429
C5 -1.010 -2.920 -6.540
H11 -0.888 -3.603 -5.688
H12 -0.708 -3.420 -7.472
H13 -2.062 -2.607 -6.602
C6 1.701 -2.120 -6.629
H14 2.449 -1.317 -6.591
H15 1.686 -2.569 -7.633
H16 1.955 -2.886 -5.884
Pb1 1.209 -0.408 1.314
C7 0.314 1.937 -2.596
C8 -1.008 1.731 -2.632
C9 -1.762 0.809 -3.531
C10 -2.211 -0.503 -2.867
C11 -1.101 -1.436 -2.535
C12 0.217 -1.308 -2.751
C13 0.970 -0.337 -3.596
C14 1.418 1.001 -2.963
C15 -0.074 -2.059 2.112
H17 0.672 2.866 -2.140
H18 -1.646 2.372 -2.009
H19 -1.167 0.558 -4.418
H20 -2.664 1.324 -3.910
H21 -2.783 -0.258 -1.956
H22 -2.917 -1.015 -3.544
H23 -1.431 -2.325 -1.978
H24 0.873 -2.040 -2.257
H25 0.381 -0.080 -4.501
H26 1.879 -0.840 -3.974
H27 2.068 0.777 -2.094
H28 2.071 1.514 -3.696
H29 0.451 -2.500 2.968
H30 -0.185 -2.785 1.287
H31 -1.067 -1.691 2.412
C16 0.869 2.772 5.670
N1 1.206 1.984 4.523
C17 1.275 0.554 4.660
C18 0.983 2.530 3.197
C19 -0.340 2.131 2.599
C20 -1.466 2.854 3.009
C21 -2.741 2.453 2.620
C22 -2.895 1.346 1.784
C23 -1.762 0.653 1.313
C24 -0.497 1.047 1.730
H32 1.386 2.373 6.554
H33 -0.218 2.782 5.883
H34 1.188 3.811 5.496
H35 0.350 0.041 4.321
H36 2.119 0.158 4.060
H37 1.446 0.317 5.723
H38 1.014 3.622 3.324
H39 1.819 2.215 2.549
H40 -1.317 3.729 3.646
H41 -3.613 3.012 2.965
H42 -3.888 1.001 1.489
H43 -1.903 -0.209 0.651

(B)
This record from the OMol25 dataset describes C24H43NP2Pb as an isolated structure. The level of theory is the ωB97M-V functional and the def2-TZVPD basis.

- charge = 0
- LUMO energy (spin up / spin down) (eV) = -0.9 / -0.8
- HOMO level (spin up / spin down) (eV) = -5.1 / -5.1
- gap between HOMO and LUMO (spin up / spin down) (Ha) = 0.15740 / 0.15790

Geometry (Å):
P1 0.176 -2.305 -2.752
P2 0.458 1.639 -2.213
C1 0.527 -0.828 -3.768
C2 1.350 0.315 -3.112
H1 -0.425 -0.469 -4.191
H2 1.096 -1.220 -4.630
H3 2.105 -0.102 -2.423
H4 1.886 0.854 -3.910
C3 0.163 2.897 -3.509
H5 -0.099 3.846 -3.026
H6 -0.629 2.642 -4.216
H7 1.101 3.040 -4.058
C4 1.653 2.586 -1.228
H8 1.876 3.524 -1.756
H9 2.602 2.033 -1.117
H10 1.214 2.842 -0.253
C5 -0.638 -3.485 -3.872
H11 -0.918 -4.398 -3.328
H12 0.063 -3.760 -4.671
H13 -1.548 -3.052 -4.319
C6 1.761 -2.917 -2.166
H14 2.477 -2.113 -1.944
H15 2.192 -3.525 -2.981
H16 1.662 -3.541 -1.268
Pb1 2.401 0.218 0.846
C7 -1.678 1.016 -2.022
C8 -2.217 0.441 -3.185
C9 -3.475 -0.336 -3.240
C10 -3.731 -1.157 -1.943
C11 -2.776 -2.239 -1.726
C12 -1.376 -2.159 -1.446
C13 -0.754 -0.921 -0.698
C14 -1.576 0.341 -0.628
C15 2.928 -1.826 1.624
H17 -1.958 2.070 -1.881
H18 -1.918 0.893 -4.139
H19 -3.517 -1.006 -4.114
H20 -4.316 0.361 -3.405
H21 -3.832 -0.401 -1.158
H22 -4.716 -1.630 -2.043
H23 -3.253 -3.228 -1.726
H24 -1.062 -3.070 -0.894
H25 0.211 -0.626 -1.170
H26 -0.436 -1.272 0.294
H27 -2.530 0.117 -0.132
H28 -1.099 1.059 0.069
H29 3.920 -1.603 2.060
H30 2.941 -2.545 0.796
H31 2.255 -2.194 2.407
C16 1.256 2.103 6.566
N1 1.995 1.437 5.504
C17 1.866 -0.012 5.540
C18 1.891 2.052 4.159
C19 0.681 1.616 3.399
C20 -0.559 2.194 3.729
C21 -1.721 1.484 3.440
C22 -1.616 0.213 2.861
C23 -0.350 -0.297 2.486
C24 0.760 0.552 2.480
H32 1.512 1.638 7.534
H33 0.164 1.969 6.408
H34 1.498 3.179 6.576
H35 0.798 -0.313 5.446
H36 2.463 -0.508 4.752
H37 2.202 -0.365 6.531
H38 1.877 3.135 4.313
H39 2.815 1.797 3.615
H40 -0.587 3.159 4.244
H41 -2.695 1.933 3.637
H42 -2.508 -0.413 2.734
H43 -0.283 -1.359 2.206

It is (A) that is the most stable of them.

(A)
This record from the OMol25 dataset describes a 2-piece molecular cluster, C7H16Cl overall. The level of theory is the ωB97M-V functional and the def2-TZVPD basis.

- charge = 0
- ⟨S²⟩ = 0.75
- LUMO energy (spin up / spin down) (eV) = 1.0 / -1.3
- HOMO level (spin up / spin down) (eV) = -8.5 / -10.5
- multiplicity = 2
- gap between HOMO and LUMO (spin up / spin down) (Ha) = 0.34590 / 0.33955

Geometry (Å):
Cl1 0.374 -0.645 -2.203
H1 1.659 -1.218 -2.133
C1 3.058 -1.602 -1.962
C2 3.784 -0.327 -2.279
C3 3.038 -2.008 -0.468
C4 2.336 -0.954 0.376
C5 3.373 -2.779 -2.815
C6 3.546 -2.637 -4.352
C7 4.191 -3.882 -4.967
H2 4.842 -0.415 -1.935
H3 3.765 -0.138 -3.379
H4 3.315 0.565 -1.794
H5 2.500 -2.972 -0.411
H6 4.093 -2.150 -0.175
H7 1.997 -1.385 1.322
H8 2.957 -0.068 0.535
H9 1.421 -0.678 -0.137
H10 4.369 -3.098 -2.432
H11 2.668 -3.619 -2.604
H12 2.564 -2.444 -4.802
H13 4.186 -1.772 -4.560
H14 4.297 -3.730 -6.043
H15 5.199 -4.061 -4.578
H16 3.590 -4.785 -4.825

(B)
This record from the OMol25 dataset describes C7H16Cl as an isolated structure. The level of theory is the ωB97M-V functional and the def2-TZVPD basis.

- charge = 0
- ⟨S²⟩ = 0.76
- LUMO energy (spin up / spin down) (eV) = 1.1 / -2.8
- HOMO level (spin up / spin down) (eV) = -9.6 / -9.3
- multiplicity = 2
- gap between HOMO and LUMO (spin up / spin down) (Ha) = 0.39281 / 0.23933

Geometry (Å):
Cl1 -1.093 -0.357 1.988
H1 -2.395 -0.987 1.310
C1 -2.920 -1.076 0.172
C2 -1.826 -0.300 -0.539
C3 -0.911 -1.066 -1.468
C4 0.487 -0.431 -1.518
C5 1.473 -1.224 -2.364
C6 2.820 -0.523 -2.402
C7 3.825 -1.224 -3.317
H2 -2.920 -2.122 -0.126
H3 -3.866 -0.630 0.144
H4 -2.159 0.644 -0.997
H5 -1.165 0.036 0.323
H6 -0.825 -2.119 -1.131
H7 -1.347 -1.079 -2.492
H8 0.416 0.580 -1.929
H9 0.872 -0.343 -0.497
H10 1.596 -2.246 -1.967
H11 1.067 -1.324 -3.380
H12 2.679 0.516 -2.727
H13 3.231 -0.496 -1.386
H14 4.782 -0.680 -3.307
H15 4.012 -2.251 -2.995
H16 3.464 -1.247 -4.355

It is (A) that is the most stable of them.

(A)
This record from the OMol25 dataset describes C19H42AuNO3P3 as an isolated structure. The level of theory is the ωB97M-V functional and the def2-TZVPD basis.

- charge = +3
- ⟨S²⟩ = 2.05
- LUMO energy (spin up / spin down) (eV) = -7.8 / -11.5
- HOMO level (spin up / spin down) (eV) = -15.7 / -15.7
- multiplicity = 3
- gap between HOMO and LUMO (spin up / spin down) (Ha) = 0.29278 / 0.15591

Geometry (Å):
Au1 -1.875 -0.121 0.615
P1 -1.337 0.206 2.861
P2 -3.702 0.377 -0.748
P3 1.530 2.998 -0.785
H1 5.600 -2.591 -2.438
C1 5.843 -1.688 -1.865
C2 6.091 -1.716 -0.556
H2 6.089 -2.651 0.014
C3 -0.956 -1.455 3.476
C4 -2.782 0.802 3.778
C5 0.025 1.229 3.473
C6 -3.324 0.256 -2.514
C7 -5.070 -0.787 -0.472
C8 -4.385 2.031 -0.459
C9 2.877 4.187 -0.683
C10 0.143 3.378 0.280
C11 0.979 2.720 -2.471
H3 6.061 -0.783 -2.449
H4 6.498 -0.827 -0.057
H5 0.034 -1.721 3.082
H6 -1.696 -2.162 3.083
H7 -0.952 -1.474 4.575
H8 -3.687 0.340 3.368
H9 -2.855 1.892 3.652
H10 -2.697 0.566 4.849
H11 0.959 0.899 2.993
H12 0.119 1.124 4.563
H13 -0.159 2.286 3.246
H14 -4.200 0.538 -3.117
H15 -3.032 -0.779 -2.738
H16 -2.486 0.925 -2.751
H17 -6.035 -0.316 -0.708
H18 -5.063 -1.109 0.576
H19 -4.928 -1.668 -1.111
H20 -4.927 2.392 -1.344
H21 -3.564 2.724 -0.229
H22 -5.073 2.002 0.397
H23 2.489 5.216 -0.689
H24 3.582 4.060 -1.512
H25 3.402 4.017 0.259
H26 0.272 4.387 0.692
H27 0.099 2.657 1.113
H28 -0.808 3.329 -0.268
H29 1.285 3.556 -3.117
H30 -0.117 2.642 -2.515
H31 1.418 1.802 -2.869
C12 2.319 -0.556 0.414
C13 1.897 -1.137 -0.844
C14 2.497 -0.715 -2.008
C15 3.579 0.179 -1.972
C16 4.154 0.569 -0.734
C17 3.638 0.078 0.429
O1 1.606 -0.450 1.445
H32 2.111 1.837 -0.195
H33 0.981 -1.722 -0.876
H34 2.150 -1.068 -2.983
H35 4.040 0.535 -2.899
H36 5.074 1.164 -0.706
H37 4.023 0.334 1.422
N1 -2.184 -5.262 -0.021
C18 -1.214 -4.333 -0.683
C19 -1.752 -2.969 -0.280
O2 -2.648 -2.969 0.605
O3 -1.274 -1.958 -0.876
H38 -2.702 -4.627 0.652
H39 -1.697 -6.040 0.420
H40 -2.839 -5.633 -0.716
H41 -0.208 -4.518 -0.312
H42 -1.237 -4.433 -1.764

(B)
This record from the OMol25 dataset describes C19H42AuNO3P3 as an isolated structure. The level of theory is the ωB97M-V functional and the def2-TZVPD basis.

- charge = +3
- ⟨S²⟩ = 2.02
- LUMO energy (spin up / spin down) (eV) = -9.9 / -12.2
- HOMO level (spin up / spin down) (eV) = -15.5 / -15.3
- multiplicity = 3
- gap between HOMO and LUMO (spin up / spin down) (Ha) = 0.20481 / 0.11100

Geometry (Å):
Au1 0.551 0.374 -0.976
P1 1.854 -0.555 0.744
P2 1.182 2.759 -0.397
P3 -0.988 -1.630 -1.179
H1 2.043 0.943 -2.824
C1 1.083 0.377 -2.902
C2 -0.256 1.069 -2.591
H2 -1.230 0.538 -2.942
C3 2.855 -1.942 0.111
C4 3.072 0.515 1.557
C5 0.985 -1.234 2.176
C6 0.201 4.028 -1.261
C7 1.064 3.281 1.340
C8 2.899 3.103 -0.927
C9 -2.620 -1.154 -1.837
C10 -1.430 -2.567 0.313
C11 -0.367 -2.869 -2.369
H3 0.813 0.384 -3.951
H4 -0.285 2.228 -2.755
H5 3.509 -2.321 0.912
H6 3.480 -1.593 -0.723
H7 2.204 -2.754 -0.242
H8 3.673 -0.108 2.239
H9 2.565 1.289 2.147
H10 3.739 0.991 0.828
H11 0.553 -2.215 1.949
H12 0.192 -0.535 2.487
H13 1.706 -1.347 2.999
H14 0.309 4.986 -0.738
H15 -0.854 3.726 -1.251
H16 0.545 4.136 -2.297
H17 2.066 3.369 1.777
H18 0.456 2.564 1.909
H19 0.571 4.261 1.360
H20 3.383 3.763 -0.195
H21 2.872 3.602 -1.904
H22 3.474 2.173 -1.015
H23 -3.338 -1.954 -1.614
H24 -2.578 -1.005 -2.924
H25 -2.932 -0.230 -1.333
H26 -2.354 -3.128 0.113
H27 -1.604 -1.862 1.136
H28 -0.624 -3.264 0.575
H29 -0.916 -3.809 -2.225
H30 0.701 -3.050 -2.195
H31 -0.514 -2.519 -3.400
C12 -2.142 0.064 -5.898
C13 -1.152 -0.968 -5.995
C14 -1.489 -2.361 -6.152
C15 -2.873 -2.594 -6.115
C16 -3.815 -1.527 -5.947
C17 -3.423 -0.200 -5.818
O1 -1.433 1.256 -5.915
H32 -0.554 0.913 -5.899
H33 1.243 -0.753 -2.835
H34 -0.619 -3.039 -6.282
H35 -3.186 -3.627 -6.197
H36 -4.880 -1.838 -5.954
H37 -4.197 0.651 -5.711
N1 -3.280 1.742 3.659
C18 -3.456 1.456 2.209
C19 -2.037 1.154 1.731
O2 -1.858 0.965 0.499
O3 -1.159 1.126 2.652
H38 -3.896 1.159 4.227
H39 -3.507 2.717 3.858
H40 -2.248 1.534 3.818
H41 -4.112 0.592 2.081
H42 -3.875 2.325 1.701

It is (A) that is the most stable of them.